(1)
The following is a DFT calculation (the ωB97M-V functional and the def2-TZVPD basis) of a structure of composition C44H69CrF6N5O26S5 at a distorted geometry.

Strongest force on any atom ... 5.813 eV/Å
Frontier orbital gap (spin up / spin down) ... 6.12 / 3.55 eV
M ... 1410.4 g/mol

The geometry in ORCA input format:
```
! RIJCOSX wB97M-V def2-TZVPD def2/J DEFGRID3
* xyz 1 8
Cr -1.87109 2.01224 3.86317
C -1.46066 -1.79171 -0.84831
F -0.83633 -1.71865 -2.02025
F -2.53179 -1.00638 -0.74826
F -1.79388 -3.09374 -0.62157
S -0.13290 -1.31385 0.54791
O -0.56849 -2.13689 1.64879
O 1.23825 -1.56758 0.07269
N -0.40644 0.47019 0.90998
S 0.34579 1.17275 -0.32692
O 0.26179 0.56239 -1.58986
O -0.08759 2.51012 -0.37040
C 2.28485 1.22772 0.18491
F 2.80393 2.33734 -0.36572
F 2.32601 1.24388 1.51276
F 3.01061 0.21436 -0.31166
C 2.52348 6.79158 5.50358
C 1.13400 7.46212 5.80811
C 1.34196 8.93731 6.23301
C 1.56998 9.93656 5.11222
C 0.43759 9.76320 4.11981
C 0.24895 8.30782 3.50503
N 0.24108 7.30503 4.66242
O 0.09036 5.91946 4.17935
C 1.45583 8.08491 2.51097
C -1.09763 8.22387 2.69968
C 0.51469 6.74801 7.09262
H 3.18700 6.90086 6.36142
H 2.99151 7.31278 4.66848
H 2.45517 5.72326 5.29833
H 2.18229 8.96408 6.92672
H 0.49030 9.30258 6.80690
H 2.53286 9.96426 4.60213
H 1.47500 10.94774 5.50795
H 0.55530 10.47105 3.29933
H -0.51325 10.06216 4.56099
H 1.26618 8.58035 1.55878
H 1.71592 7.04153 2.33260
H 2.32314 8.60174 2.92181
H -1.34570 7.24847 2.28117
H -1.14124 8.95392 1.89146
H -1.92054 8.53711 3.34219
H 0.58003 5.67019 6.94380
H -0.53478 7.02160 7.20153
H 0.98629 7.08796 8.01466
C 8.18940 2.53711 -3.36876
O 9.16490 3.01274 -2.43173
C 9.46096 2.27254 -1.32214
O 9.13454 1.08364 -1.23197
O 10.00769 3.03559 -0.37553
C 10.54641 2.40901 0.68714
H 8.50864 1.72006 -4.01577
H 7.74624 3.33193 -3.96874
H 7.37386 2.07559 -2.81199
H 11.11791 3.03644 1.37110
H 11.34239 1.75486 0.33136
H 9.88529 1.78192 1.28529
C 11.83481 -4.92849 -1.97034
O 10.53722 -4.63332 -2.55132
C 9.40726 -4.63526 -1.80564
O 9.26161 -4.96324 -0.61736
O 8.45673 -4.08900 -2.55885
C 7.16871 -3.92478 -1.94562
H 12.11733 -4.11702 -1.29967
H 12.52208 -4.97664 -2.81499
H 11.77880 -5.88142 -1.44413
H 6.89718 -4.75754 -1.29687
H 6.47866 -3.61119 -2.72894
H 7.07052 -3.10294 -1.23638
C 0.26188 -7.81695 -2.24937
C -0.92423 -8.40013 -2.56802
C -1.76418 -8.83132 -1.62314
C -1.39581 -8.74717 -0.26529
C -0.18961 -8.15198 0.05890
C 0.68011 -7.68098 -0.91938
N -2.28499 -9.39589 0.70309
O -3.36429 -9.86239 0.33616
O -1.96683 -9.35017 1.90663
H 0.90775 -7.50939 -3.05847
H -1.07987 -8.59131 -3.61951
H -2.73719 -9.17058 -1.94650
H 0.16824 -8.27777 1.07009
H 1.59233 -7.11681 -0.79302
C -4.97544 -3.97436 -7.20373
C -5.49325 -4.84604 -6.26066
C -6.64936 -5.64081 -6.53675
C -7.19713 -5.57457 -7.80732
C -6.69529 -4.68674 -8.75135
C -5.57070 -3.84824 -8.46091
N -8.40351 -6.42794 -8.09324
O -9.09689 -6.11693 -9.08545
O -8.70429 -7.26910 -7.28903
H -4.06183 -3.42566 -7.02867
H -4.98440 -5.09069 -5.34000
H -6.99697 -6.24409 -5.71115
H -7.23301 -4.54548 -9.67726
H -5.20076 -3.11315 -9.16034
C 0.87341 1.41377 -10.68722
C 0.47772 2.69478 -10.53317
C 0.60401 3.33060 -9.23836
C 1.20439 2.60065 -8.23893
C 1.56697 1.28904 -8.49906
C 1.42191 0.67695 -9.70419
N 1.40165 3.19759 -6.91805
O 0.78459 4.20214 -6.60353
O 2.24442 2.67668 -6.19655
H 0.69266 1.08364 -11.69952
H 0.02865 3.15301 -11.40194
H 0.30994 4.36129 -9.10568
H 1.92696 0.66980 -7.69077
H 1.80351 -0.32569 -9.82868
O -4.83911 -1.66346 3.67851
S -5.97731 -2.57539 4.03737
O -7.25376 -2.03508 4.43614
O -6.22201 -3.72775 2.82535
C -7.24646 -4.68535 2.90318
C -7.70994 -5.13031 1.48409
C -5.30187 -3.70786 5.33881
H -8.11777 -4.20290 3.34607
H -7.04224 -5.57089 3.50501
H -7.96797 -4.25403 0.88942
H -8.64385 -5.66897 1.64453
H -6.96444 -5.71842 0.94886
H -5.90249 -4.60182 5.50667
H -5.26986 -3.12700 6.26060
H -4.32491 -3.99127 4.94722
O 1.08247 -0.49124 5.81320
S 1.98624 -1.39658 6.50733
O 1.35789 -2.54251 7.13957
O 3.18057 -1.83393 5.41787
C 3.96175 -2.94996 5.73360
C 4.41063 -3.52929 4.34077
C 3.05460 -0.47044 7.60907
H 3.35288 -3.75082 6.15314
H 4.83329 -2.74236 6.35441
H 4.99603 -4.44605 4.41113
H 5.01623 -2.74407 3.88824
H 3.64193 -3.86655 3.64546
H 3.72774 0.19193 7.06477
H 3.34497 -1.16419 8.39805
H 2.43400 0.31789 8.03509
O -5.23302 3.11991 1.49661
S -6.23855 3.24063 0.44117
O -5.91635 2.89261 -0.92709
O -7.53702 2.32718 0.84387
C -8.33070 1.79561 -0.21718
C -9.56232 1.14218 0.33870
C -7.19988 4.82232 0.52398
H -7.64698 1.09038 -0.68971
H -8.51093 2.64206 -0.87985
H -10.20813 1.90768 0.76886
H -9.29694 0.40948 1.10080
H -10.15914 0.54759 -0.35293
H -6.53721 5.61085 0.16737
H -7.44174 4.98628 1.57409
H -8.09656 4.80195 -0.09541
*
```



(2)
The following is a DFT calculation (the ωB97M-V functional and the def2-TZVPD basis) of a structure of composition C28H29BiN3Si at a distorted geometry.

Strongest force on any atom ... 2.751 eV/Å
Frontier orbital gap (spin up / spin down) ... 3.98 / 3.98 eV
M ... 644.6 g/mol
Relative energy (zero: lowest compared OMol25 entry of this formula, charge and spin) ... 0.000 eV

The geometry in ORCA input format:
```
! RIJCOSX wB97M-V def2-TZVPD def2/J DEFGRID3
* xyz 1 1
C 2.04871 -3.24388 2.78804
C 0.65319 -3.15486 2.50757
C 0.47788 -3.47586 1.08485
H -0.16526 -3.06216 3.23665
C 1.81008 -3.60873 0.52592
C 2.74097 -3.51902 1.59226
H 3.81489 -3.71078 1.49353
H 2.48362 -3.21248 3.79259
H -0.47950 -3.70482 0.58315
H 2.03427 -3.85276 -0.53389
Bi 0.87289 -0.97034 1.12659
C -0.31082 1.89224 -1.81142
H 0.13515 1.42149 -2.70473
H -0.01915 2.94998 -1.76882
H 0.17512 1.46163 -0.85951
Si -2.02079 0.84543 -1.52909
C -3.30998 2.02477 -0.72242
C -4.13408 1.09202 -0.05329
H -3.90205 0.02415 -0.22496
C -5.26005 1.48976 0.67305
H -5.81065 0.70144 1.15138
C -5.65996 2.82358 0.70835
H -6.58948 3.08528 1.20162
C -4.88307 3.77209 0.02656
H -5.19216 4.82049 0.03703
C -3.73020 3.39185 -0.72062
H -3.22192 4.15265 -1.35751
C -2.86309 0.14040 -3.21941
C -4.21750 0.19924 -3.61428
H -4.95447 0.83163 -3.11713
C -4.70140 -0.54881 -4.70388
H -5.77908 -0.56471 -4.94285
C -3.82232 -1.27874 -5.52788
H -4.20803 -1.86910 -6.37103
C -2.45575 -1.25284 -5.20580
H -1.76482 -1.82169 -5.83464
C -1.98511 -0.51597 -4.09614
H -0.92054 -0.45533 -3.93967
H -1.23912 3.86625 -2.68869
H -0.88526 4.39453 -3.16878
N 4.20079 -0.33707 2.52569
C 4.30676 -0.53991 1.14392
C 5.59330 -0.71486 0.60738
C 5.73378 -0.95012 -0.75519
C 4.57697 -0.99203 -1.53787
C 3.34218 -0.80898 -0.94764
N 3.19237 -0.56157 0.39146
C 3.18115 0.13879 3.36481
C 3.54419 0.68218 4.60861
C 2.53304 1.10235 5.47573
C 1.19144 0.97437 5.07707
C 0.90384 0.43775 3.84208
N 1.89306 0.04254 2.97757
H 5.11339 -0.25180 2.96751
H 6.42998 -0.62269 1.29974
H 6.72545 -1.06951 -1.18415
H 4.64734 -1.15645 -2.60595
H 2.43098 -0.85133 -1.52427
H 4.61384 0.75789 4.81091
H 2.81596 1.53778 6.43056
H 0.38785 1.30631 5.72788
H -0.11883 0.31835 3.49146
*
```



(3)
The following is a DFT calculation (the ωB97M-V functional and the def2-TZVPD basis) of a cluster of 2 separate species, C11H26N3O2 in total.

Strongest force on any atom ... 0.777 eV/Å
Frontier orbital gap ... 9.88 eV
M ... 232.3 g/mol

The geometry in ORCA input format:
```
! RIJCOSX wB97M-V def2-TZVPD def2/J DEFGRID3
* xyz 1 1
O 6.16483 -0.86266 1.37302
C 6.14407 -0.00408 0.23456
C 4.81610 0.73381 0.21815
C 3.69005 -0.13225 -0.34140
C 2.31985 0.50647 -0.16052
C 1.16257 -0.35206 -0.66209
C -0.20040 0.31395 -0.36872
N -0.68539 -0.16581 0.96261
C -1.01254 -1.64157 0.94892
C -0.09516 -2.32394 -0.07561
N 1.22369 -1.70710 -0.09327
H 6.55104 -1.71335 1.12919
H 6.24513 -0.59393 -0.68363
H 6.98012 0.69873 0.27303
H 4.57436 1.02048 1.24629
H 4.91439 1.64788 -0.37574
H 3.87566 -0.31013 -1.40626
H 3.74048 -1.10968 0.14618
H 2.16732 0.78348 0.89388
H 2.29273 1.43519 -0.74096
H 1.25545 -0.44644 -1.74907
H -0.10907 1.39866 -0.33260
H -0.95253 0.02065 -1.09909
H 0.05558 -0.00651 1.64531
H -1.49934 0.38943 1.25816
H -0.79222 -2.02010 1.94632
H -2.07292 -1.76614 0.73459
H -0.51597 -2.25947 -1.08068
H -0.01108 -3.38228 0.17024
H 1.59973 -1.66223 0.85033
C -5.91295 1.49965 0.86121
C -4.48317 1.23845 0.46389
O -3.57644 1.32466 1.29096
N -4.24035 0.92141 -0.82868
C -5.19892 0.78502 -1.91343
H -5.93092 1.74346 1.91830
H -6.32831 2.33383 0.29571
H -6.53367 0.62051 0.68677
H -3.26625 0.79391 -1.04888
H -5.16141 -0.21814 -2.33788
H -4.99081 1.50633 -2.70340
H -6.20331 0.96192 -1.54573
*
```



Please write out number 2 again, unchanged.
The following is a DFT calculation (the ωB97M-V functional and the def2-TZVPD basis) of a structure of composition C28H29BiN3Si at a distorted geometry.

Strongest force on any atom ... 2.751 eV/Å
Frontier orbital gap (spin up / spin down) ... 3.98 / 3.98 eV
M ... 644.6 g/mol
Relative energy (zero: lowest compared OMol25 entry of this formula, charge and spin) ... 0.000 eV

The geometry in ORCA input format:
```
! RIJCOSX wB97M-V def2-TZVPD def2/J DEFGRID3
* xyz 1 1
C 2.04871 -3.24388 2.78804
C 0.65319 -3.15486 2.50757
C 0.47788 -3.47586 1.08485
H -0.16526 -3.06216 3.23665
C 1.81008 -3.60873 0.52592
C 2.74097 -3.51902 1.59226
H 3.81489 -3.71078 1.49353
H 2.48362 -3.21248 3.79259
H -0.47950 -3.70482 0.58315
H 2.03427 -3.85276 -0.53389
Bi 0.87289 -0.97034 1.12659
C -0.31082 1.89224 -1.81142
H 0.13515 1.42149 -2.70473
H -0.01915 2.94998 -1.76882
H 0.17512 1.46163 -0.85951
Si -2.02079 0.84543 -1.52909
C -3.30998 2.02477 -0.72242
C -4.13408 1.09202 -0.05329
H -3.90205 0.02415 -0.22496
C -5.26005 1.48976 0.67305
H -5.81065 0.70144 1.15138
C -5.65996 2.82358 0.70835
H -6.58948 3.08528 1.20162
C -4.88307 3.77209 0.02656
H -5.19216 4.82049 0.03703
C -3.73020 3.39185 -0.72062
H -3.22192 4.15265 -1.35751
C -2.86309 0.14040 -3.21941
C -4.21750 0.19924 -3.61428
H -4.95447 0.83163 -3.11713
C -4.70140 -0.54881 -4.70388
H -5.77908 -0.56471 -4.94285
C -3.82232 -1.27874 -5.52788
H -4.20803 -1.86910 -6.37103
C -2.45575 -1.25284 -5.20580
H -1.76482 -1.82169 -5.83464
C -1.98511 -0.51597 -4.09614
H -0.92054 -0.45533 -3.93967
H -1.23912 3.86625 -2.68869
H -0.88526 4.39453 -3.16878
N 4.20079 -0.33707 2.52569
C 4.30676 -0.53991 1.14392
C 5.59330 -0.71486 0.60738
C 5.73378 -0.95012 -0.75519
C 4.57697 -0.99203 -1.53787
C 3.34218 -0.80898 -0.94764
N 3.19237 -0.56157 0.39146
C 3.18115 0.13879 3.36481
C 3.54419 0.68218 4.60861
C 2.53304 1.10235 5.47573
C 1.19144 0.97437 5.07707
C 0.90384 0.43775 3.84208
N 1.89306 0.04254 2.97757
H 5.11339 -0.25180 2.96751
H 6.42998 -0.62269 1.29974
H 6.72545 -1.06951 -1.18415
H 4.64734 -1.15645 -2.60595
H 2.43098 -0.85133 -1.52427
H 4.61384 0.75789 4.81091
H 2.81596 1.53778 6.43056
H 0.38785 1.30631 5.72788
H -0.11883 0.31835 3.49146
*
```